Formula: C30H44N4NiOP2Si
Source: the Open Molecules 2025 dataset
Level of theory: ωB97M-V with the def2-TZVPD basis set

For the HOMO energy (alpha / beta), the calculation gives -8.5 / -8.5 eV. Its energy above the lowest of the compared OMol25 structures with the same formula, charge and spin is 32.1 kcal/mol. The maximum force is 3.86 eV Å⁻¹. As for the multiplicity: 3. The calculation puts the HOMO-LUMO gap (alpha / beta) at 6.94 / 6.47 eV. As for the LUMO energy (alpha / beta): -1.512 / -1.983 eV.

CARTESIAN COORDINATES (ANGSTROEM)
Ni: 3.49170 0.54249 -0.02196
C: 0.59460 -4.50953 -0.86512
C: 0.55585 -3.33242 -1.49539
C: -0.19720 -2.09667 -1.08537
C: 0.25465 -1.35660 0.19499
C: -0.33610 -1.77232 1.52808
C: -0.67534 -3.00148 1.91936
C: -1.19954 -4.09739 1.05567
C: -0.17878 -4.99651 0.32181
C: 3.85773 0.06289 2.02304
H: 1.19907 -5.30080 -1.34566
H: 1.10922 -3.23615 -2.44047
H: -1.27510 -2.32185 -1.05321
H: -0.00357 -1.36669 -1.89990
H: 1.36307 -1.33623 0.22371
H: -0.01096 -0.29527 0.07193
H: -0.32097 -0.96693 2.28720
H: -0.68177 -3.19959 3.00274
H: -1.95463 -3.72463 0.35746
H: -1.70023 -4.78110 1.75104
H: 0.50243 -5.44070 1.07251
H: -0.76833 -5.82854 -0.10718
H: 4.78550 -0.49869 2.24338
H: 2.99928 -0.64391 1.98861
H: 3.69275 0.85408 2.79057
P: -0.75535 2.30126 1.53380
P: -0.92524 1.70680 -2.18565
N: -1.89228 1.65535 2.76755
N: -0.89992 3.93232 2.14686
N: -2.41101 0.77944 -2.31265
N: -1.24461 2.64010 -3.71450
C: -2.10456 2.47116 0.28970
C: -1.63200 2.99186 -1.06927
C: -1.47902 0.92068 3.88537
C: -2.56570 0.75718 4.74462
C: -3.68406 1.42643 4.15094
C: -3.24904 1.93985 2.93488
C: 0.22263 4.70384 2.46463
C: -0.21016 5.95355 2.88181
C: -1.64348 5.95570 2.83437
C: -2.04345 4.70989 2.37389
C: -2.39787 -0.55617 -2.73913
C: -3.68277 -1.06971 -2.68679
C: -4.54030 -0.01869 -2.22558
C: -3.73935 1.10233 -2.01004
C: -2.42939 2.87976 -4.42696
C: -2.17981 3.82524 -5.41718
C: -0.80406 4.20814 -5.30337
C: -0.26032 3.49057 -4.24755
H: -2.89889 3.16078 0.61414
H: -2.54013 1.46268 0.24870
H: -2.45911 3.51389 -1.57146
H: -0.81455 3.72025 -0.96700
H: -0.46148 0.55990 3.94540
H: -2.56271 0.22236 5.68688
H: -4.68121 1.54641 4.55565
H: -3.83162 2.44811 2.17994
H: 1.20602 4.27603 2.33116
H: 0.42323 6.77691 3.17802
H: -2.30814 6.76761 3.09383
H: -3.03884 4.34789 2.17409
H: -1.46375 -1.01297 -3.04788
H: -3.96366 -2.08513 -2.95053
H: -5.61044 -0.08575 -2.07694
H: -4.01201 2.08611 -1.63746
H: -3.35260 2.38241 -4.17436
H: -2.90549 4.20380 -6.12802
H: -0.28807 4.93932 -5.91837
H: 0.72726 3.51820 -3.81011
C: 5.94312 -3.05800 1.35938
Si: 5.05205 -2.66296 -0.29660
C: 6.45150 -3.31483 -1.42143
C: 4.07100 -4.34300 -0.50059
O: 4.35515 -1.24722 -0.55296
H: 6.15605 -4.13906 1.36876
H: 5.36004 -2.84156 2.25832
H: 6.91340 -2.56340 1.47854
H: 6.78630 -4.28673 -1.01372
H: 6.16233 -3.50676 -2.46237
H: 7.33829 -2.67143 -1.44671
H: 3.13066 -4.46203 0.07435
H: 3.83063 -4.53634 -1.56660
H: 4.73346 -5.17782 -0.19163


Formula: C30H44N7O5P2
Source: the Open Molecules 2025 dataset
Level of theory: ωB97M-V with the def2-TZVPD basis set

For the HOMO energy, the calculation gives -11.0 eV. The maximum force is 4.56 eV Å⁻¹. As for the multiplicity: 1. The charge is +1. The calculation puts the HOMO-LUMO gap at 7.75 eV. As for the LUMO energy: -3.253 eV.

CARTESIAN COORDINATES (ANGSTROEM)
C: 2.31379 -3.09765 0.75773
O: 2.14625 -1.85577 0.06740
C: 2.82646 -1.95420 -1.19800
C: 1.82733 -2.20456 -2.41739
C: 0.32431 -2.01725 -1.98122
C: -0.05343 -0.49416 -1.72897
C: -1.32250 -0.39048 -0.79488
C: -2.36388 0.69661 -1.29090
C: -3.69534 0.09043 -1.84760
N: -4.63144 -0.18489 -0.71652
C: -5.11667 -1.51283 -0.71700
N: -5.18374 -2.16824 0.42267
P: -5.79610 -3.80718 0.66320
P: -5.06712 -5.19360 -0.85782
O: -3.91228 -4.69673 -1.69156
O: -4.62346 -6.58879 -0.02025
O: -6.40494 -5.66828 -1.76897
N: -5.53956 -2.14914 -1.91716
C: -4.80892 -1.53697 -3.05273
O: -3.53507 -1.12428 -2.55842
H: 3.40445 -3.32405 0.91966
H: 1.76707 -3.93144 0.24594
H: 1.86909 -2.99386 1.78878
H: 3.54944 -2.81190 -1.17380
H: 3.40809 -1.02462 -1.41460
H: 2.08416 -1.52205 -3.27102
H: 1.92498 -3.25534 -2.81212
H: 0.08393 -2.65400 -1.08575
H: -0.35208 -2.35173 -2.81858
H: -0.30178 0.02878 -2.68825
H: 0.82741 0.04876 -1.29496
H: -0.95009 -0.04827 0.21313
H: -1.85641 -1.36026 -0.63172
H: -1.86989 1.33682 -2.06893
H: -2.61206 1.38385 -0.43743
H: -4.13236 0.83479 -2.57448
H: -4.12904 -0.00880 0.15768
H: -4.88564 -1.65530 1.26471
H: -5.18571 -4.25770 1.87768
H: -3.65861 -6.68885 -0.09876
H: -7.19330 -5.29749 -1.33038
H: -6.55497 -2.12535 -2.02994
H: -5.34414 -0.68382 -3.54266
H: -4.56878 -2.29229 -3.84885
N: 0.77801 2.32375 -3.13581
C: 0.58681 3.25367 -4.08153
C: 0.95621 4.58199 -3.94530
C: 1.55651 4.97838 -2.76013
C: 1.76447 4.03736 -1.76452
C: 1.36155 2.73294 -2.00026
H: 0.11181 2.89756 -4.98969
H: 0.77884 5.28818 -4.74581
H: 1.85974 6.00705 -2.61308
H: 2.23015 4.31048 -0.82634
H: 1.50735 1.96272 -1.25141
N: -2.73191 -1.68170 2.85501
C: -2.99790 -2.99208 2.77750
C: -2.82842 -3.88013 3.82536
C: -2.34822 -3.38625 5.02904
C: -2.06179 -2.03356 5.13577
C: -2.27145 -1.22825 4.02780
H: -3.36540 -3.32535 1.81580
H: -3.06423 -4.92991 3.70436
H: -2.19923 -4.04761 5.87384
H: -1.68525 -1.61323 6.05843
H: -2.06581 -0.16442 4.06425
N: 3.11136 7.36312 -1.15709
C: 2.21263 7.61723 -0.19715
C: 2.13825 8.81576 0.49285
C: 3.04845 9.81211 0.17627
C: 3.99014 9.57390 -0.81251
C: 3.97824 8.34195 -1.44564
H: 1.52351 6.80667 0.01746
H: 1.38812 8.96575 1.25808
H: 3.02403 10.76353 0.69402
H: 4.71668 10.32734 -1.08621
H: 4.69306 8.11021 -2.22771
N: 4.95126 -1.12857 4.57007
C: 4.82614 -1.30213 3.24873
C: 5.82508 -1.82243 2.44113
C: 7.02651 -2.18128 3.03229
C: 7.18142 -2.00930 4.39887
C: 6.11967 -1.48405 5.11769
H: 3.86966 -1.00401 2.83190
H: 5.66711 -1.94322 1.37699
H: 7.83272 -2.59045 2.43496
H: 8.10468 -2.27730 4.89534
H: 6.19198 -1.33433 6.18947


Formula: C30H45AuClO2P2
Source: the Open Molecules 2025 dataset
Level of theory: ωB97M-V with the def2-TZVPD basis set

For the HOMO energy (alpha / beta), the calculation gives -9.1 / -11.3 eV. Its energy above the lowest of the compared OMol25 structures with the same formula, charge and spin is 0.0 kcal/mol. The maximum force is 6.44 eV Å⁻¹. As for the multiplicity: 3. The charge is +1. The calculation puts the HOMO-LUMO gap (alpha / beta) at 7.18 / 7.93 eV. As for the LUMO energy (alpha / beta): -1.902 / -3.352 eV.

CARTESIAN COORDINATES (ANGSTROEM)
Au: 0.00000 0.00000 0.00000
C: 0.48266 2.08633 -0.51473
C: -0.94769 1.86585 -0.59163
C: -0.27170 1.48498 1.61052
C: 0.90792 1.83478 0.82514
C: -1.40407 1.52646 0.74150
C: 1.34668 2.57529 -1.63791
H: 0.92784 2.30024 -2.61006
H: 2.35694 2.16236 -1.57210
H: 1.42884 3.67031 -1.61233
C: 2.29602 1.94876 1.37390
H: 3.03632 1.97940 0.56965
H: 2.52798 1.08883 2.00975
H: 2.40893 2.86264 1.97314
C: -0.26340 1.18920 3.07799
H: -0.32057 2.11497 3.66669
H: 0.65312 0.65971 3.35662
H: -1.11229 0.55917 3.35765
C: -2.83459 1.33437 1.14636
H: -3.25626 2.27338 1.52977
H: -2.92833 0.57996 1.93235
H: -3.44892 1.02128 0.29746
C: -1.82172 2.16187 -1.77326
H: -2.21029 3.18976 -1.73576
H: -2.68030 1.48481 -1.80980
H: -1.26970 2.05083 -2.71115
C: 0.75496 -5.03192 -5.19439
C: 0.37044 -3.97654 -5.92214
C: -0.88361 -3.75589 -6.72700
C: -2.08724 -4.67796 -6.43192
C: -2.56250 -4.59109 -5.00147
C: -2.10349 -5.23922 -3.92434
C: -0.99416 -6.25036 -3.79787
C: 0.02632 -6.33227 -4.95454
H: -0.63816 -3.82536 -7.79843
H: -1.84922 -5.70542 -6.71269
H: -1.19835 -2.71474 -6.56919
H: -0.46437 -6.68911 -5.86190
H: 1.70991 -4.94104 -4.67617
H: 1.05920 -3.13121 -5.94948
H: 0.76373 -7.09880 -4.68857
H: -0.44851 -6.02780 -2.87019
H: -2.59612 -5.01332 -2.97775
H: -1.43500 -7.24774 -3.64280
H: -2.90795 -4.36765 -7.08942
H: -3.37081 -3.87942 -4.83109
P: 0.81971 -1.19214 -1.75778
C: 2.59168 -1.65029 -1.92049
C: 0.38355 -0.77622 -3.49860
P: -1.31828 -1.82552 -0.33500
C: -0.11878 -2.75593 -1.40546
C: -2.85927 -1.73622 -1.34043
C: -1.82587 -2.95938 1.01891
H: 2.98264 -1.80533 -0.91168
H: 3.13158 -0.81839 -2.38418
H: 2.72626 -2.55204 -2.52753
H: 0.43160 -1.65931 -4.14520
H: 1.08381 -0.02417 -3.87488
H: -0.62354 -0.35314 -3.53362
H: -2.10989 -3.94704 0.63988
H: -2.67533 -2.51831 1.55068
H: -0.98255 -3.04159 1.70921
H: 0.50129 -3.37611 -0.74964
H: -0.50103 -3.34823 -2.24382
H: -3.69288 -1.44253 -0.69513
H: -3.09252 -2.70182 -1.80239
H: -2.74614 -0.97752 -2.11887
Cl: 3.25577 -3.73256 7.24205
C: 2.83866 -3.06603 5.67432
C: 3.84637 -2.76839 4.75390
C: 3.51933 -2.22506 3.51006
C: 2.17552 -1.97439 3.16874
C: 1.16814 -2.28200 4.09981
C: 1.50057 -2.82366 5.34623
C: 1.84847 -1.35536 1.86617
O: 2.82920 -0.96780 1.09475
O: 0.60212 -1.05048 1.55634
H: 4.88482 -2.94999 5.00298
H: 4.32113 -1.99400 2.81934
H: 0.12754 -2.09045 3.87110
H: 0.71829 -3.04807 6.05977